(1)
Computed, not measured: a molecular structure, C22H16MnN4O2S5 in a non-equilibrium geometry, with ωB97M-V with the def2-TZVPD basis set.

Each line ends with the Mulliken spin population.
Positions of all 50 atoms, in Å:
Mn 0.00 0.00 0.00  2.474
S 1.58 1.49 -0.95  0.188
S 3.97 4.71 -2.73  0.022
S 6.78 3.85 -2.11  -0.013
S 4.39 2.21 -1.28  0.021
S 1.00 4.50 -2.73  0.006
O 3.88 -0.45 0.22  0.014
O -1.79 -3.27 -1.20  -0.005
N -1.87 0.07 -0.15  0.050
N 0.04 -1.88 -0.60  -0.027
N 0.99 1.49 0.56  0.224
N 1.64 -1.08 -0.19  -0.064
C 1.61 3.70 1.32  -0.060
C 2.28 1.13 0.57  0.086
C 0.68 2.75 0.94  0.108
C 2.02 -4.97 -1.39  0.000
C 2.06 -2.32 -0.55  0.011
C 3.29 2.03 0.95  -0.172
C 0.84 -4.23 -1.27  0.003
C 3.24 -4.36 -1.09  0.003
C 2.95 3.33 1.33  0.176
C 0.89 -2.91 -0.84  0.031
C -2.28 -1.14 -0.57  0.019
C -4.16 0.82 -0.12  -0.007
C 2.54 3.81 -2.28  0.112
C -1.27 -2.20 -0.82  0.003
C -4.59 -0.42 -0.56  0.008
C -3.64 -1.41 -0.79  -0.013
C 2.71 2.65 -1.59  0.049
C 3.26 -3.03 -0.66  -0.002
C 2.66 -0.25 0.17  0.033
C 0.49 3.32 -4.00  0.008
C 5.13 3.60 -2.04  0.004
C -2.80 1.01 0.06  0.089
H 1.30 4.69 1.61  -0.004
H -0.79 1.51 -0.27  -0.396
H 4.20 -2.56 -0.43  0.000
H -2.41 1.96 0.40  -0.010
H -3.93 -2.40 -1.13  -0.001
H 4.32 1.71 0.94  -0.007
H 1.98 -5.99 -1.72  0.000
H -4.86 1.62 0.07  0.000
H -0.11 -4.70 -1.51  -0.001
H 3.72 4.03 1.62  0.016
H -5.64 -0.63 -0.72  0.000
H -0.39 3.72 -4.52  0.001
H 0.22 2.36 -3.57  0.003
H 4.17 -4.91 -1.18  0.001
H -0.38 2.97 0.91  0.018
H 1.28 3.18 -4.74  0.000

Summary:
- ⟨S²⟩: 4.0155
- 2S+1: 4
- HOMO level (alpha / beta): -0.24118 / -0.27999 Eh
- LUMO energy (alpha / beta): -0.04144 / -0.03670 Eh
- HOMO-LUMO gap (alpha / beta): 5.44 / 6.62 eV


(2)
Computed, not measured: a molecular structure, C22H16MnN6O5S, with ωB97M-V with the def2-TZVPD basis set.

Each line ends with the Mulliken spin population.
Positions of all 51 atoms, in Å:
Mn -0.45 1.48 1.90  3.008
S -0.96 -6.80 -3.29  0.048
O 0.37 -7.07 -2.83  0.103
O -3.12 0.39 3.18  -0.001
O 3.46 2.23 1.71  0.030
O -1.35 -7.23 -4.59  0.075
O -1.96 -6.43 -2.34  0.074
N -0.56 0.15 0.09  0.011
N 0.82 0.21 2.92  -0.064
N -0.02 -4.52 -5.09  0.022
N -1.17 3.30 1.27  -0.034
N 1.18 2.34 1.51  0.012
N -0.54 -3.84 -2.89  0.010
C -0.21 4.14 0.83  0.024
C -0.42 -4.65 -3.88  0.603
C 0.20 0.46 -0.97  0.009
C 0.35 -0.38 -2.06  -0.001
C -2.83 4.95 0.78  0.000
C 0.32 -3.26 -5.40  0.036
C 3.16 -0.21 3.20  -0.005
C -0.31 -1.60 -2.06  0.009
C 0.56 -0.89 3.64  0.021
C 1.55 -1.69 4.16  -0.001
C -1.84 5.82 0.33  0.010
C -2.45 3.71 1.24  0.032
C -0.53 5.41 0.36  -0.008
C 2.88 -1.35 3.93  0.010
C 2.10 0.54 2.71  -0.004
C -0.19 -2.57 -3.17  0.021
C 2.34 1.80 1.91  0.040
C -2.17 0.78 2.72  -0.076
C 0.25 -2.25 -4.45  -0.013
C -1.19 -1.03 0.08  0.003
C 1.19 3.64 0.88  -0.002
C -1.10 -1.93 -0.96  0.001
H -1.80 -1.26 0.95  0.004
H 1.83 4.34 1.43  0.001
H 0.52 -1.24 -4.72  0.004
H -1.62 -2.88 -0.92  -0.001
H -2.10 6.81 -0.03  0.001
H 4.16 0.13 2.99  0.000
H 0.27 6.06 0.02  0.000
H 1.29 -2.57 4.73  0.000
H -3.87 5.23 0.78  0.000
H -0.49 -1.13 3.80  -0.009
H -3.19 3.00 1.59  -0.007
H 0.66 -3.08 -6.41  0.003
H 0.99 -0.08 -2.87  0.001
H 1.60 3.60 -0.14  0.001
H 3.68 -1.95 4.33  0.001
H 0.72 1.41 -0.92  -0.001

Summary:
- Total charge: +1
- ⟨S²⟩: 6.0566
- 2S+1: 5
- HOMO level (alpha / beta): -0.43306 / -0.42834 Eh
- LUMO energy (alpha / beta): -0.13670 / -0.17852 Eh
- HOMO-LUMO gap (alpha / beta): 8.06 / 6.80 eV


(3)
Computed, not measured: a molecular structure, C22H16N2O2Pd, with ωB97M-V with the def2-TZVPD basis set.

Each line ends with the Löwdin charge.
Positions of all 43 atoms, in Å:
Pd 1.01 0.76 2.26  0.313
O -0.36 2.25 3.49  -0.137
O -2.28 3.38 3.83  -0.075
N -0.59 -1.86 1.48  0.084
N -0.91 2.21 0.82  0.151
C 3.23 -2.60 0.47  -0.102
C -1.23 2.01 -0.48  -0.216
C -0.26 -1.81 0.13  -0.294
C 4.38 -2.64 1.24  -0.164
C 4.54 -1.67 2.22  -0.166
C 0.35 -1.91 -2.61  -0.152
C -3.54 2.55 -0.04  -0.041
C 1.35 -1.76 -1.65  -0.073
C -1.26 -1.93 -0.84  -0.064
C -2.55 2.18 -0.97  -0.176
C -1.45 2.75 3.14  -0.677
C 1.09 -1.71 -0.28  -0.153
C -1.85 2.55 1.66  -0.189
C -0.20 1.61 -1.36  -0.012
C -0.47 1.41 -2.69  -0.103
C -2.80 1.96 -2.35  -0.069
C -1.78 1.59 -3.19  -0.115
C 2.24 -1.63 0.68  -0.238
C -3.20 2.74 1.27  -0.015
C 2.33 -0.64 1.70  -0.264
C -0.97 -1.99 -2.19  -0.146
C 3.56 -0.70 2.41  -0.185
H -4.57 2.69 -0.38  0.098
H 5.43 -1.66 2.84  0.071
H -2.30 -1.99 -0.51  0.095
H 5.13 -3.42 1.09  0.067
H 3.08 -3.35 -0.30  0.090
H 3.73 0.04 3.18  0.048
H -3.91 3.04 2.03  0.100
H -3.81 2.08 -2.72  0.095
H -1.99 1.41 -4.24  0.086
H 0.78 1.43 -0.94  0.101
H 0.31 1.07 -3.35  0.092
H 2.38 -1.66 -1.96  0.104
H -1.54 -1.56 1.66  0.068
H -1.77 -2.07 -2.91  0.084
H 0.61 -1.93 -3.66  0.078
H 0.05 -1.26 2.04  0.001

Summary:
- Total charge: -2
- 2S+1: 1
- HOMO level: 0.03440 Eh
- LUMO energy: 0.17860 Eh
- HOMO-LUMO gap: 3.92 eV
- Relative energy (zero: lowest compared OMol25 entry of this formula, charge and spin): 0.000 eV


(4)
Computed, not measured: a single C22H16N8OS molecule in a non-equilibrium geometry, with ωB97M-V with the def2-TZVPD basis set.

Each line ends with the Löwdin charge.
Positions of all 48 atoms, in Å:
S 0.32 0.83 -2.76  1.062
O -3.72 0.84 0.34  0.052
N -0.90 -2.20 -1.67  0.059
N -1.94 -1.64 -1.17  0.070
N 2.60 1.57 -1.15  -0.046
N 2.71 2.06 -3.22  0.009
N 3.80 2.56 -2.58  -0.022
N 3.69 2.36 -1.33  0.053
N -2.12 2.42 0.70  0.105
N -0.32 2.64 -0.86  0.107
C 2.52 0.84 2.53  -0.074
C -1.88 0.79 -1.11  -0.136
C 1.58 -0.20 2.62  -0.067
C 2.94 1.31 1.28  -0.019
C -0.54 -3.46 -1.24  -0.310
C -2.78 3.01 1.83  0.014
C 2.31 0.91 0.08  -0.174
C -2.64 1.35 0.02  -0.379
C 0.40 -5.98 -0.35  -0.081
C 0.66 -3.96 -1.70  -0.032
C 1.15 -5.20 -1.27  -0.065
C -1.29 -4.23 -0.33  -0.010
C -0.38 4.18 0.90  0.012
C -0.95 3.04 0.22  -0.232
C -2.26 4.12 2.49  -0.037
C 1.09 -0.74 1.41  -0.073
C -0.71 1.46 -1.47  -0.495
C -2.39 -0.41 -1.84  -0.177
C -0.83 -5.49 0.09  -0.079
C 1.90 1.50 -2.35  -0.576
C -0.98 4.72 2.04  -0.026
C 1.46 -0.22 0.18  -0.046
H 2.88 1.27 3.45  0.096
H 1.00 -0.66 -0.70  0.061
H -2.75 4.53 3.37  0.101
H 0.37 -1.54 1.41  0.100
H 2.10 -5.62 -1.59  0.100
H 0.82 -6.94 -0.03  0.104
H -1.46 -6.08 0.76  0.097
H -0.61 5.57 2.58  0.095
H 3.67 2.10 1.26  0.096
H -3.49 -0.44 -1.84  0.126
H 1.24 -3.35 -2.36  0.105
H -2.02 -0.39 -2.87  0.092
H -3.71 2.59 2.19  0.123
H 1.18 -0.57 3.55  0.093
H 0.53 4.60 0.46  0.122
H -2.27 -3.88 0.01  0.102

Summary:
- SMILES string: O=c1c(C/N=N/c2ccccc2)c(Sc2nnnn2-c2ccccc2)nc2ccccn12
- 2S+1: 1
- HOMO level: -0.31280 Eh
- LUMO energy: -0.02574 Eh
- HOMO-LUMO gap: 7.81 eV
- Relative energy (zero: lowest compared OMol25 entry of this formula, charge and spin): 0.292 eV


(5)
Computed, not measured: a molecular structure, C22H17AsNiOS5Te in a non-equilibrium geometry, with ωB97M-V with the def2-TZVPD basis set.

Each line ends with the Mulliken spin population.
Positions of all 48 atoms, in Å:
Te 0.31 -1.15 -2.15  0.034
As 5.17 -1.50 -0.35  -0.007
Ni 2.69 -0.73 -1.46  1.456
S -0.26 5.60 3.10  0.000
S 4.36 -1.86 -2.38  0.195
S 6.11 -3.22 0.42  0.003
S 3.30 -1.03 0.72  0.207
S 6.56 0.09 -0.34  -0.001
O -2.38 4.98 4.44  0.000
C 0.35 -2.95 -0.97  -0.010
C -4.63 -1.05 -1.95  0.000
C 0.09 4.70 0.53  -0.002
C -1.59 4.55 3.62  0.000
C -3.89 -0.46 -0.94  0.000
C 1.71 3.05 -0.12  0.012
C 2.74 1.19 -1.66  0.099
C 2.26 2.12 -1.02  -0.005
C -1.85 -1.10 -2.02  -0.013
C 1.62 3.81 2.17  -0.002
C 0.55 4.64 1.84  0.001
C -3.97 -1.67 -3.00  0.002
C 0.39 -5.31 0.49  0.000
C -2.59 -1.69 -3.03  0.003
C 0.42 -5.35 -0.89  0.001
C 0.35 -2.91 0.41  0.012
C -2.51 -0.48 -0.97  0.002
C 0.37 -4.08 1.14  -0.001
C 0.39 -4.18 -1.62  -0.002
C -1.67 3.19 3.00  0.000
C 2.19 3.02 1.21  0.003
C 0.65 3.91 -0.44  0.008
H -2.23 3.25 2.07  0.000
H -2.07 -2.17 -3.85  0.002
H -4.54 -2.14 -3.80  0.000
H 2.97 2.32 1.44  0.001
H 0.42 -6.22 1.07  0.000
H -0.68 2.79 2.76  0.000
H -4.41 0.03 -0.12  0.000
H 0.39 -4.04 2.22  0.001
H 0.41 -4.21 -2.71  0.000
H 1.98 3.77 3.20  0.000
H -0.73 5.37 0.29  0.000
H 0.27 3.93 -1.45  0.000
H 0.37 -1.95 0.93  0.002
H -1.94 0.00 -0.18  -0.001
H -2.20 2.51 3.68  0.000
H -5.71 -1.04 -1.92  0.000
H 0.46 -6.30 -1.41  0.000

Summary:
- Total charge: -2
- ⟨S²⟩: 2.0148
- 2S+1: 3
- HOMO level (alpha / beta): -0.02875 / -0.02910 Eh
- LUMO energy (alpha / beta): 0.13312 / 0.13298 Eh
- HOMO-LUMO gap (alpha / beta): 4.40 / 4.41 eV
- Relative energy (zero: lowest compared OMol25 entry of this formula, charge and spin): 0.988 eV


> Look up the 2S+1 of the third one.

1


> Which formula does entry 2 have?

C22H16MnN6O5S